127
Properties=species:S:1:pos:R:3:lowdin_spin:R:1 method="wB97M-V/def2-TZVPD" e_above_lowest_kj_mol=0.0 total_charge=+1 homo_ha="-0.4115 / -0.4115" multiplicity=4
V 1.56547 -2.54477 1.90500 2.8681
N 0.47935 -1.11569 0.95474 0.0262
S -0.09704 -0.81426 -0.47161 0.0055
O 0.84917 -0.34302 -1.48148 0.0031
O -1.50574 -0.44181 -0.65299 -0.0013
F -0.25350 -2.38041 -0.80555 0.0019
S 0.13798 0.48908 1.43726 0.0063
O -1.15872 0.72855 2.04064 0.0039
O 0.75867 1.58560 0.69495 0.0043
F 1.05769 0.43510 2.78706 0.0044
C -4.72275 0.90497 0.49217 0.0000
C -5.51680 0.49427 -0.71453 0.0000
O -6.86387 0.81106 -0.49029 0.0000
H -3.65609 0.80936 0.28915 0.0000
H -4.91617 0.20635 1.30618 0.0000
H -4.89467 1.89300 0.91918 0.0000
H -5.47250 -0.58694 -0.84541 0.0000
H -5.18773 0.98381 -1.63113 0.0000
H -6.97734 1.72917 -0.23377 0.0000
C 3.51135 2.03403 5.08997 0.0000
C 4.66577 1.08544 5.25380 0.0000
O 4.78154 0.24476 4.12610 0.0000
H 3.79577 2.77635 4.34420 0.0000
H 3.27108 2.52083 6.03517 0.0000
H 2.64234 1.49666 4.71027 0.0000
H 4.75389 0.48388 6.15850 0.0000
H 5.56639 1.68076 5.40411 0.0000
H 5.71121 0.13152 3.91517 0.0000
C 2.33284 -4.38952 -4.41644 0.0000
C 1.01117 -4.36500 -3.67495 0.0000
O -0.06552 -4.40136 -4.61154 0.0000
H 2.50187 -5.36499 -4.87248 0.0000
H 3.10495 -4.26140 -3.65779 0.0000
H 2.35248 -3.61259 -5.18069 0.0000
H 0.97762 -3.49739 -3.01599 0.0000
H 0.93873 -5.24852 -3.04072 0.0000
H -0.82832 -3.96278 -4.22764 0.0000
C -3.66984 1.68576 3.98715 0.0000
C -5.08060 1.76268 4.60092 0.0000
O -5.06261 2.95061 5.38973 0.0000
H -3.51248 0.65252 3.67771 0.0000
H -2.96445 1.80586 4.80939 0.0000
H -3.49055 2.28641 3.09542 0.0000
H -5.17241 0.92141 5.28789 0.0000
H -5.81692 1.77488 3.79732 0.0000
H -5.96426 3.04708 5.70491 0.0000
C 0.60827 -0.75526 5.75743 0.0003
C 0.30788 -1.97526 4.85685 0.0037
O 1.53057 -2.22182 4.08971 0.0152
H 0.95762 0.15435 5.26892 0.0000
H 1.32957 -1.00210 6.53647 0.0001
H -0.32137 -0.47269 6.25145 0.0000
H -0.51513 -1.77726 4.17014 0.0007
H 0.01818 -2.79241 5.51749 0.0003
H 2.11269 -2.57766 4.76507 0.0003
C 1.93509 4.77400 1.93695 0.0000
C 3.21553 5.18941 1.20683 0.0000
O 4.12523 5.59245 2.12446 0.0000
H 1.56178 5.63248 2.49530 0.0000
H 2.07595 3.98729 2.67815 0.0000
H 1.14756 4.45357 1.25488 0.0000
H 2.99423 6.05177 0.57797 0.0000
H 3.64059 4.34011 0.67194 0.0000
H 5.04699 5.38591 1.95328 0.0000
C 2.93025 2.76656 -1.75928 0.0000
C 3.31295 4.02939 -2.59372 0.0000
O 3.86323 3.65672 -3.80877 0.0000
H 2.50856 3.08119 -0.80466 0.0000
H 3.72976 2.06878 -1.51033 0.0000
H 2.16812 2.19181 -2.28552 0.0000
H 4.01575 4.58651 -1.97421 0.0000
H 2.50252 4.73320 -2.78333 0.0000
H 3.14855 3.37023 -4.38214 0.0000
C 5.31481 -1.12305 0.67044 0.0007
C 3.90658 -0.49678 0.90056 0.0038
O 3.39638 -1.09567 2.05498 0.0188
H 5.92768 -0.63493 -0.08733 0.0000
H 5.24394 -2.20116 0.52636 0.0004
H 5.92846 -1.01530 1.56482 0.0001
H 3.33469 -0.67327 -0.01042 0.0010
H 3.94960 0.57078 1.11638 0.0004
H 3.89335 -0.66911 2.75688 -0.0001
C 1.08017 -0.90818 -4.50379 0.0000
C 0.96516 -0.83041 -6.02265 0.0000
O 2.05431 -0.14316 -6.59881 0.0000
H 1.95186 -1.47312 -4.17350 0.0000
H 0.12809 -1.30881 -4.15574 0.0000
H 1.21528 0.06625 -4.03439 0.0000
H 0.03629 -0.33212 -6.30009 0.0000
H 0.91475 -1.80682 -6.50453 0.0000
H 1.98162 -0.09017 -7.55459 0.0000
C -0.60654 -5.43905 0.46022 0.0016
C -0.12519 -5.37798 1.88221 0.0049
O -0.17728 -3.98587 2.33302 0.0225
H 0.10536 -4.99853 -0.23782 0.0009
H -1.58684 -5.01096 0.25079 0.0001
H -0.74153 -6.47357 0.14453 0.0000
H 0.83083 -5.89855 1.93810 0.0012
H -0.86761 -5.90924 2.47774 0.0000
H -1.06057 -3.88305 2.69471 0.0006
C -4.13096 -3.64507 -2.52727 0.0000
C -2.63058 -3.56476 -2.20929 0.0000
O -2.05416 -2.94827 -3.28512 0.0000
H -4.41820 -3.91646 -3.54312 0.0000
H -4.61989 -2.72366 -2.21096 0.0000
H -4.59353 -4.32828 -1.81499 0.0000
H -2.26827 -4.58383 -2.07388 0.0000
H -2.47612 -2.96281 -1.31381 0.0000
H -2.71915 -2.33905 -3.61413 0.0000
C -2.50928 0.80814 -3.31006 0.0000
C -3.27603 0.21784 -4.53285 0.0000
O -3.98430 -0.93245 -4.13127 0.0000
H -1.66582 0.15175 -3.09597 0.0000
H -3.13244 0.85670 -2.41708 0.0000
H -2.06673 1.80043 -3.39734 0.0000
H -2.55739 -0.07848 -5.29695 0.0000
H -3.98086 0.94369 -4.93839 0.0000
H -4.73199 -1.08649 -4.71337 0.0000
C -2.14526 3.58601 -0.28251 0.0000
C -0.80673 3.52156 -1.06696 0.0000
O -0.98343 4.33280 -2.25878 0.0000
H -2.42530 4.63208 -0.15840 0.0000
H -2.07377 3.16495 0.72032 0.0000
H -2.96099 3.09035 -0.80881 0.0000
H -0.59958 2.48585 -1.33620 0.0000
H 0.01946 3.88067 -0.45334 0.0000
H -1.06972 5.22608 -1.91791 0.0000